No. 1
210
Properties=species:S:1:pos:R:3 method="wB97M-V/def2-TZVPD" lumo_ev=0.60 fmax_ha_per_bohr=0.05704 smiles=CC1(C)CCCC(C)(C)N1O.CC1(C)CCCC(C)(C)N1O.COCCNCCOC.COCCNCCOC.COCCNCCOC.COCCNCCOC.COCCNCCOC.OCCO.OCCO.OCCO total_charge=0 homo_energy_ev=-8.190
N 10.680 -15.862 -4.456
H 7.225 -13.210 4.639
H 2.429 -26.692 -2.318
H 5.579 -11.620 2.231
H 4.436 -10.194 0.168
H 9.275 -6.353 1.157
H 4.927 -16.836 -3.622
H 6.575 -15.600 -4.812
H 7.282 -18.071 5.786
C 4.885 -19.779 -2.221
C 5.125 -11.802 -1.967
C 4.219 -16.926 -6.940
H 9.903 -15.729 -6.495
H 8.010 -16.858 -0.867
H 2.005 -9.737 -2.042
H 12.251 -14.139 -5.566
N 5.948 -12.156 -0.791
C 4.714 -9.711 1.996
H 7.388 -12.957 -5.046
C 6.738 -19.924 -0.752
O 1.289 -11.710 -2.114
H 4.538 -18.004 3.684
H 3.354 -26.583 -0.789
H 9.609 -14.472 5.106
H 11.217 -13.984 -3.382
H 3.920 -8.068 -4.824
H 4.636 -12.573 -7.879
H 2.323 -16.845 -0.074
H 0.407 -14.803 -3.115
H 4.739 -23.692 -3.541
N 6.916 -16.647 4.687
C 6.455 -16.851 3.278
H 2.733 -12.566 -5.303
H 9.351 -16.039 -0.177
C 7.927 -7.869 -5.096
H 11.240 -17.671 -5.420
C 11.574 -17.003 -4.627
H 3.915 -19.285 -2.167
H 2.288 -16.326 -2.526
O 7.751 -17.707 5.032
H 8.772 -12.709 -4.066
C 6.491 -7.606 -5.509
O 8.962 -12.380 -1.424
H 5.579 -13.483 2.827
H 5.711 -13.756 -7.280
H 0.951 -15.878 -0.479
H 11.512 -19.575 -1.383
O 5.764 -8.796 -5.411
H 7.298 -20.695 -1.282
H 12.531 -16.692 -5.045
H 7.103 -14.210 2.425
H 8.172 -14.415 6.914
H 4.950 -10.009 -3.232
H 10.609 -11.426 -4.980
C 0.439 -12.591 -2.853
H 7.610 -11.378 -4.274
C 11.215 -13.308 -1.579
H 6.527 -7.389 -6.577
H 5.102 -12.581 -6.107
H 2.232 -15.227 -8.191
O 8.889 -8.960 -0.862
C 5.503 -18.069 3.181
H 4.918 -7.823 -2.087
C 13.099 -14.487 -7.979
H 13.019 -13.458 -8.331
H 4.878 -17.774 -7.125
H 4.756 -13.882 -0.620
C 8.766 -7.273 0.867
O 3.907 -10.231 0.969
C 2.601 -15.600 -1.776
H 6.530 -8.120 -1.201
H 7.067 -17.312 1.285
C 9.892 -10.950 -5.649
C 4.893 -20.982 -3.110
H 10.742 -14.280 -1.435
H 6.386 -10.891 0.378
C 6.182 -15.993 -5.750
H 7.057 -19.900 0.290
H 2.674 -13.039 0.158
H 6.642 -15.211 7.082
C 9.583 -7.898 -0.290
O 6.848 -10.487 1.117
H 6.672 -15.396 -6.520
C 5.445 -8.219 -1.218
C 5.986 -10.609 2.204
H 7.797 -6.981 0.460
H 10.902 -18.124 -0.675
H 4.114 -8.150 -6.595
H 12.597 -18.330 -3.400
C 2.035 -15.836 -0.371
H 3.686 -15.659 -1.679
H 1.941 -23.716 -2.534
H 6.042 -18.970 3.471
C 2.823 -24.191 -2.963
N 3.930 -14.986 -5.444
C 4.718 -16.235 -5.677
C 4.332 -8.648 -5.650
H 6.894 -14.065 -2.333
H 1.795 -25.720 -0.997
H 9.885 -19.319 -1.124
H 3.410 -14.216 -3.896
H 6.169 -15.477 -1.575
H 9.701 -16.005 4.778
O 2.492 -15.057 0.700
N 3.795 -21.915 -2.734
H 4.985 -7.697 -0.379
O 5.064 -9.560 -1.201
H 7.008 -18.944 -1.146
O 10.647 -18.182 -2.800
H 3.244 -17.370 -6.740
H 9.101 -15.092 3.500
H 10.597 -11.174 -1.246
H 5.807 -14.016 5.291
H 7.724 -9.723 -5.929
H 5.040 -8.729 1.652
H 5.115 -18.176 -4.756
C 11.466 -14.353 -6.290
C 3.683 -14.078 -6.594
H 9.759 -7.183 -1.094
H 8.456 -9.430 -0.146
H 8.577 -6.994 -5.133
O 11.486 -13.166 -2.959
H 4.876 -20.730 -4.170
H 2.447 -24.819 -3.770
H 8.657 -13.199 -1.026
C 2.491 -13.145 -6.194
H 3.500 -17.566 -4.331
H 11.112 -13.373 -6.610
O 8.844 -11.837 -5.875
H 4.042 -11.824 -1.843
H 4.647 -15.624 3.399
H 8.986 -15.775 -1.990
H 8.062 -16.006 2.062
C 4.171 -16.071 -8.246
C 4.842 -13.167 -6.989
H -0.594 -12.301 -2.660
H 5.486 -18.972 -2.640
C 3.804 -23.132 -3.567
H 13.329 -15.021 -8.901
H 1.590 -13.680 -5.895
H 12.263 -16.830 -2.594
O 11.951 -15.014 -7.429
C 5.420 -10.343 -2.307
H 9.363 -9.595 -3.960
O 4.284 -14.316 -4.280
C 10.267 -12.185 -1.007
C 5.597 -15.637 2.864
O 8.503 -8.153 1.892
C 9.493 -9.626 -5.042
C 7.531 -15.385 5.042
H 3.549 -22.918 -4.604
H 3.871 -16.545 -9.180
H 13.936 -14.592 -7.289
H 8.086 -16.173 7.089
H 3.711 -22.236 -1.779
H 10.295 -12.222 0.082
H 5.222 -15.799 -8.348
H 5.859 -21.484 -3.043
H 9.586 -14.334 -5.606
H 5.345 -18.182 2.108
C 11.818 -17.583 -3.244
C 8.619 -15.962 -0.980
H 4.209 -9.547 2.948
C 10.758 -18.799 -1.518
H 6.479 -10.468 3.166
H 9.827 -16.240 -4.069
H 7.871 -8.073 -4.027
H 1.034 -13.587 0.632
H 6.695 -16.937 -5.932
C 7.524 -16.944 2.203
H 10.476 -10.846 -6.564
H 2.402 -13.583 -1.558
C 8.122 -12.198 -4.776
C 3.248 -14.919 -7.944
C 5.798 -13.582 -0.503
H 0.469 -9.854 -2.822
H 6.478 -10.171 -2.507
H 10.360 -8.991 -5.226
O 7.953 -14.725 -0.666
H 6.022 -13.779 0.545
C 6.283 -14.253 3.142
C 2.103 -13.688 0.822
N 2.234 -14.286 -2.263
C 2.712 -26.046 -1.487
H 12.163 -13.304 -1.040
H 8.070 -8.932 1.536
C 7.622 -15.308 6.615
C 6.673 -14.531 -1.373
H 1.876 -10.402 -3.632
H 8.203 -17.754 2.469
H 3.271 -14.167 -8.733
H 2.141 -12.408 -6.918
H 6.076 -6.780 -4.931
C 4.533 -17.282 -4.535
H 10.515 -8.361 0.033
H 5.308 -15.652 1.813
C 6.643 -14.131 4.601
C 0.800 -14.075 -2.406
H 0.237 -14.263 -1.491
H 5.275 -12.516 -2.776
N 8.442 -9.021 -5.821
O 3.512 -24.945 -1.962
O 5.322 -20.108 -0.905
H 6.898 -12.073 -1.124
C 8.993 -15.201 4.579
H 0.620 -12.447 -3.918
C 1.396 -10.403 -2.653
C 10.347 -15.107 -5.718
H 3.752 -9.571 -5.695
H 2.411 -13.368 1.817


No. 2
16
Properties=species:S:1:pos:R:3 method="wB97M-V/def2-TZVPD" lumo_ev=-3.64 fmax_ha_per_bohr=0.11453 de_lowest_kj_mol=533.7 total_charge=+1 homo_energy_ev=-11.784
H -0.897 2.264 -0.796
C 1.721 0.330 -0.163
H -1.524 0.146 -1.528
H -0.445 -1.655 1.259
H 0.581 -1.588 -1.409
C -0.377 1.423 -0.286
N -1.277 0.586 0.686
Br 3.401 -0.195 0.021
H 0.110 -2.915 0.169
H 1.486 2.253 0.395
H -2.210 0.897 0.874
C -0.901 0.047 -0.666
N 0.093 -1.946 0.419
H -0.917 0.067 1.590
C 1.043 1.414 0.030
C 0.114 -1.128 -0.595


No. 3
12
Properties=species:S:1:pos:R:3 method="wB97M-V/def2-TZVPD" lumo_ev=1.13 fmax_ha_per_bohr=0.01909 smiles="C=C.C=C" de_lowest_kj_mol=141.6 total_charge=0 homo_energy_ev=-10.126
H 1.701 -1.549 -3.196
C 0.799 -0.973 -3.433
H 1.380 -0.379 -5.399
C 6.053 -0.158 2.460
H 5.329 -0.570 3.172
H 0.032 -0.886 -2.656
H 4.823 -0.218 0.709
H 6.531 0.536 0.519
C 5.793 0.031 1.154
H 7.032 0.147 2.848
C 0.666 -0.325 -4.569
H -0.212 0.319 -4.693


No. 4
17
Properties=species:S:1:pos:R:3 method="wB97M-V/def2-TZVPD" lumo_ev=0.34 fmax_ha_per_bohr=0.07490 smiles="CC1(C)COC(=O)N1Cl" de_lowest_kj_mol=205.9 total_charge=0 homo_energy_ev=-10.408
H -1.443 1.610 1.897
N -0.218 0.455 -0.425
H 2.167 -0.027 1.693
C -0.391 1.351 1.971
O 0.851 -0.812 -2.168
O 1.797 -0.464 -0.170
Cl -1.773 0.108 -1.161
H 1.739 1.558 0.907
C 1.521 0.333 0.926
C 0.744 -0.357 -1.054
H -1.390 -1.093 1.068
H -0.487 -0.948 2.747
H -0.241 1.148 3.086
C -0.333 -1.085 1.613
H 0.206 2.208 1.774
H 0.267 -1.901 1.127
C 0.069 0.196 1.064


No. 5
19
Properties=species:S:1:pos:R:3 method="wB97M-V/def2-TZVPD" lumo_ev="-4.22 / -5.04" fmax_ha_per_bohr=0.12742 de_lowest_kj_mol=358.9 total_charge=+1 homo_energy_ev="-12.368 / -11.774"
H 1.350 -0.859 -1.761
O -1.884 1.468 0.239
H -0.387 -1.291 -1.012
C 1.989 1.714 -0.014
C 0.451 -0.626 -1.319
H -3.498 0.394 -1.273
N -2.683 -1.392 -0.233
H 1.114 -0.303 2.534
H -2.723 -1.843 0.686
H 1.565 2.363 -0.811
P 0.710 0.346 0.189
C 1.076 -0.832 1.538
H 2.162 -1.291 1.497
S -3.732 -0.206 -0.157
H 2.207 2.061 0.882
H 0.052 -0.025 -2.048
H 2.899 1.365 -0.567
C -1.111 0.592 0.372
H 0.444 -1.636 1.259


No. 6
39
Properties=species:S:1:pos:R:3 method="wB97M-V/def2-TZVPD" lumo_ev="-1.17 / -1.17" fmax_ha_per_bohr=0.08717 de_lowest_kj_mol=282.1 total_charge=0 homo_energy_ev="-4.115 / -4.116"
C 0.365 -3.357 -2.785
H -0.304 1.513 2.208
C 0.070 -0.560 3.507
H 0.098 -0.669 5.598
C 0.988 3.589 -3.012
H 1.189 0.721 4.587
C -1.555 -1.455 1.729
H 1.084 1.027 -5.289
H -1.762 0.631 1.048
H -2.245 -1.504 2.583
N -0.052 -1.231 2.484
C 0.370 -2.826 -4.066
H 1.292 3.557 -5.154
C 1.001 1.556 -4.350
H -1.598 2.318 1.115
C -1.378 1.530 1.921
H 0.582 -2.826 -0.661
C 0.684 0.826 -3.184
H -0.921 -0.533 -0.077
H 0.641 -1.948 2.219
N 0.467 -1.174 -1.874
C 1.137 2.950 -4.250
N 0.813 1.475 -1.982
H 0.358 -4.416 -2.589
C 0.415 -0.623 -3.122
B 0.129 0.181 4.741
H -1.331 -2.439 1.294
Ba 2.419 0.017 -0.997
C 0.439 -1.450 -4.254
C -1.747 -0.450 0.642
H -2.716 -0.619 0.134
H -1.946 1.615 2.862
C 0.862 2.821 -1.866
H -0.858 0.875 4.670
H 0.312 -3.482 -4.922
H 0.559 -1.002 -5.226
H 0.741 3.189 -0.815
H 0.927 4.674 -2.906
C 0.473 -2.503 -1.691


No. 7
12
Properties=species:S:1:pos:R:3 method="wB97M-V/def2-TZVPD" lumo_ev="-1.39 / -1.40" fmax_ha_per_bohr=0.06831 de_lowest_kj_mol=209.6 total_charge=0 homo_energy_ev="-7.867 / -7.865"
C 0.255 1.524 -0.644
H -1.079 2.767 0.534
H -1.052 -2.914 -0.235
H 0.572 3.535 0.285
S 1.355 -0.987 0.055
H -0.318 -1.976 1.927
C -0.636 0.514 -1.003
H 1.278 1.227 -0.898
C -0.070 2.695 0.033
H 1.109 -3.728 0.675
Si 0.078 -2.553 0.649
O -1.493 -0.105 -1.378


No. 8
9
Properties=species:S:1:pos:R:3 method="wB97M-V/def2-TZVPD" lumo_ev=-0.04 fmax_ha_per_bohr=0.04709 de_lowest_kj_mol=350.4 total_charge=0 homo_energy_ev=-8.973
H -1.508 0.191 -0.902
H 0.305 -1.618 -1.075
H -0.351 1.251 -0.976
N 1.668 -0.421 0.119
H 0.089 1.176 1.296
S 0.654 -0.849 1.327
C 0.433 -0.708 -0.436
N -0.678 0.561 1.023
C -0.611 0.416 -0.375


No. 9
22
Properties=species:S:1:pos:R:3 method="wB97M-V/def2-TZVPD" lumo_ev=0.68 fmax_ha_per_bohr=0.11430 smiles="C=C/C=C(/C)CC.O" de_lowest_kj_mol=303.3 total_charge=0 homo_energy_ev=-8.315
H 0.854 1.784 -1.396
O 1.098 5.406 2.983
H 0.650 0.788 -2.954
C 0.309 -1.653 2.397
H 0.455 -2.646 0.543
H -0.058 -1.375 -2.986
H -0.841 1.166 -2.041
H -2.374 -2.160 -3.063
C 0.406 -1.679 1.001
H 0.790 0.407 0.700
H -2.508 -1.514 -1.234
H 0.116 -2.517 -1.666
H 1.458 5.639 2.169
H 0.100 -0.806 2.961
H -2.003 -3.086 -1.666
C 0.034 -0.401 -1.067
C -0.444 -1.657 -1.960
H 0.138 5.307 2.728
H 0.221 -2.621 2.948
C 0.410 -0.437 0.229
C -1.895 -2.036 -1.878
C 0.216 0.928 -1.873


No. 10
52
Properties=species:S:1:pos:R:3 method="wB97M-V/def2-TZVPD" lumo_ev=-0.68 fmax_ha_per_bohr=0.02686 smiles="Cc1cc(C(=O)Cn2cnc3cc([N+](=O)[O-])ccc3c2=O)c(C)n1C[C@H]1CCCO1" de_lowest_kj_mol=415.4 total_charge=0 homo_energy_ev=-8.562
H -4.407 2.590 -1.135
C 6.785 -0.535 -0.792
C 5.491 -0.009 -0.723
C 5.840 0.476 1.640
H 7.155 -0.928 -1.726
N 2.979 1.012 -0.625
C 3.669 1.042 0.588
C -6.047 -0.291 1.769
O 1.182 -0.881 -1.171
H -4.307 -1.009 -1.816
C -4.229 -0.436 -0.887
H -1.622 -2.530 -0.474
H 5.445 0.872 2.563
C -4.578 -0.692 1.644
C 7.569 -0.543 0.343
H -6.370 -0.175 2.800
C -4.549 -1.396 0.283
H -4.317 -1.399 2.431
H -6.244 0.639 1.233
C -2.697 1.493 -0.466
C -1.350 1.695 -0.442
H -6.933 -2.277 1.785
C 7.110 -0.042 1.566
H -7.679 -1.187 0.591
H 1.375 1.839 0.352
C 0.688 0.192 -0.881
C -1.747 -0.465 -0.974
C -0.722 0.458 -0.763
O 9.291 -1.499 -0.802
C -6.739 -1.463 1.074
O -5.845 -1.931 0.074
H 2.912 0.493 -2.633
C 3.531 0.483 -1.745
H -3.337 3.451 -0.029
N 4.713 0.005 -1.847
C -3.784 2.485 -0.246
H -3.832 -2.224 0.271
N 8.908 -1.085 0.270
C 5.024 0.500 0.506
O 3.157 1.499 1.590
H -4.424 2.211 0.592
C -1.623 -1.891 -1.357
O 9.568 -1.090 1.287
H 7.763 -0.072 2.424
H -4.986 0.347 -0.913
H -3.887 0.146 1.689
N -2.929 0.171 -0.789
H -2.437 -2.203 -2.008
H -0.864 2.624 -0.221
H 1.412 2.160 -1.406
C 1.593 1.411 -0.630
H -0.672 -2.039 -1.863


No. 11
16
Properties=species:S:1:pos:R:3 method="wB97M-V/def2-TZVPD" lumo_ev=0.78 fmax_ha_per_bohr=0.11417 de_lowest_kj_mol=442.2 total_charge=0 homo_energy_ev=-9.394
H -0.979 1.708 -1.729
H -1.270 -0.991 1.288
C 1.369 -0.243 -0.263
H -1.877 0.027 -0.905
O 2.617 -0.172 -0.325
C -0.398 -1.216 0.884
C 0.495 -0.108 0.986
H 0.465 -0.665 -2.352
H 0.950 0.377 2.023
C -0.221 1.133 0.517
H 0.706 1.885 0.384
H 0.057 -2.115 1.168
O -0.447 -1.407 -0.614
H -0.996 1.543 1.210
C 0.229 -0.456 -1.247
C -0.702 0.701 -1.025